The following is a DFT calculation (wB97M-V/def2-TZVPD) of a single C2H6N2 molecule.

The calculation puts the HOMO-LUMO gap at 11.28 eV. As for the relative energy (zero: lowest compared OMol25 entry of this formula, charge and spin): 311.2 kJ/mol. The lowest unoccupied orbital energy comes out at 0.0451 Ha. As for the multiplicity: 1.

CARTESIAN COORDINATES (ANGSTROEM)
C -0.333 -0.126 -1.254
N -0.240 0.739 -0.017
C -0.149 -0.140 1.050
N 1.114 0.321 0.669
H -0.234 0.524 -2.125
H 0.549 -0.837 -1.324
H -1.326 -0.566 -1.266
H -0.322 -1.249 0.851
H -0.515 0.224 2.036
H 1.455 1.110 1.379